Below is 2 unconnected molecules or ions with the total composition C37H48F10N3O8P2 at a distorted geometry, with properties calculated with ωB97M-V/def2-TZVPD.

Calculated values
LUMO: -0.13002 hartree
Molecular weight: 914.7 g mol⁻¹
Gap between HOMO and LUMO: 6.06 eV
Strongest force on any atom: 5.0 eV Å⁻¹
Charge: +1

Geometry as XYZ:
```
108
Properties=species:S:1:pos:R:3:forces:R:3:lowdin_charge:R:1
C 3.7589 -1.8980 3.2990 0.2 -2.0 0.1 -0.10
O 3.9739 -1.3341 1.9755 -1.7 1.1 0.9 -0.21
C 3.0041 -0.3291 1.6366 -0.1 0.7 -0.2 -0.16
C 1.7849 -0.8578 0.7316 -0.5 1.6 -1.5 0.04
C 1.1413 -0.0354 -0.2523 0.7 -2.1 2.2 0.04
C 1.5773 1.4825 -0.5414 -0.5 -0.7 -1.7 -0.21
F 2.9552 1.5838 -0.9662 -2.9 0.0 1.3 0.03
F 0.8281 2.0186 -1.6489 1.6 -1.2 2.6 0.06
C 1.2512 2.4824 0.6871 0.5 1.4 1.1 -0.19
F 0.1387 2.0824 1.4628 2.4 0.4 -1.8 0.10
F 2.3748 2.6427 1.5714 -2.5 -0.8 -2.1 0.06
C 0.9162 3.9987 0.1890 -0.2 2.1 1.5 -0.31
F -0.4102 4.1622 -0.2297 3.7 -0.5 0.5 0.13
F 1.0585 4.8081 1.3661 -0.4 -1.8 -2.9 0.08
F 1.8803 4.4963 -0.7208 -2.7 -1.4 1.8 0.10
C -0.0895 -0.7386 -1.0439 0.8 0.9 -1.8 -0.24
O -0.0954 -0.6361 -2.2845 -0.6 -0.6 3.9 0.09
C -1.0733 -1.5541 -0.1126 -1.6 -2.3 2.8 0.02
C -2.6282 -1.5503 -0.1622 1.2 -1.2 1.3 -0.02
C -3.2711 -0.5781 -1.2455 1.1 -0.8 -0.9 -0.07
C -3.3296 0.9715 -0.8685 0.1 0.8 -1.2 -0.20
O -2.0293 1.6475 -0.9328 -0.9 -2.0 1.2 -0.04
C -4.0117 1.4110 0.4865 -1.9 2.0 1.4 -0.34
F -4.1695 0.4651 1.5057 0.6 1.8 -2.2 0.10
F -5.3367 1.8898 0.1688 2.7 -1.2 0.8 0.04
F -3.3642 2.5466 1.0825 -1.4 -3.0 -1.4 0.07
C -3.5183 -2.4434 0.7884 3.3 -0.5 0.9 -0.05
C -5.0808 -2.5585 0.7826 -0.4 -0.5 0.9 -0.13
C -6.0309 -1.5684 0.0302 -2.0 -0.9 -1.3 -0.34
C -6.5095 -2.2929 -1.3588 1.9 0.8 -0.2 -0.06
O -7.2678 -1.4518 0.8242 1.0 0.6 -1.1 -0.17
C -8.2468 -0.6412 0.1295 -1.9 0.7 1.5 -0.18
C -8.9849 0.2322 1.2791 -1.3 1.6 2.4 -0.12
C -9.6561 -0.4981 2.4924 -0.3 3.7 0.3 -0.02
C -10.3271 0.3365 3.6275 1.7 1.8 -2.8 -0.07
C -10.3289 1.8885 3.5523 1.5 -1.7 -2.6 -0.09
C -9.6812 2.6174 2.3558 0.0 -3.6 0.4 -0.08
C -9.0150 1.7773 1.2375 -1.3 -1.7 2.4 -0.04
C -2.7949 -3.3519 1.8782 2.8 1.9 -3.7 -0.14
P -3.8063 -4.4246 3.0692 -2.3 1.2 2.7 0.65
N -4.4174 -3.3963 4.1566 1.2 -1.3 -2.0 -0.18
O -2.9587 -5.6134 3.8964 -1.2 0.9 -1.4 -0.24
O -5.1050 -5.2534 2.2895 3.4 0.7 0.5 -0.19
C -1.2163 -3.2955 1.9485 -2.0 0.7 -1.8 -0.23
P -0.1563 -4.2426 3.2501 2.0 -0.5 -0.2 0.91
N -0.7969 -3.8958 4.8961 0.0 1.1 -1.7 -0.20
O -0.2522 -5.9534 2.9368 -1.0 2.0 1.8 -0.35
C -0.3631 -2.4504 0.9784 -2.8 0.6 -0.3 -0.04
C 1.2542 -2.3708 1.0027 0.2 -1.3 -0.3 -0.24
O 2.0068 -3.3512 1.1399 -2.5 3.7 -0.6 0.06
H 2.8019 -1.5502 3.8138 1.4 -0.1 -0.7 0.10
H 4.7037 -1.7499 3.9174 -1.4 0.1 -0.6 0.10
H 3.6380 -3.0394 3.1489 0.1 1.8 0.3 0.10
H 3.5950 0.5308 1.1370 -1.2 -1.5 0.4 0.12
H 2.5075 0.1658 2.5602 0.8 -1.0 -1.2 0.14
H -2.5258 -0.6152 -2.1371 -1.2 0.3 1.5 0.13
H -4.2317 -0.9833 -1.7446 1.4 0.8 1.4 0.12
H -3.9315 1.4736 -1.7201 0.8 -0.8 1.6 0.18
H -1.5583 1.3044 -0.1322 -0.3 0.7 -0.8 0.08
H -5.4366 -2.5639 1.8877 0.7 0.1 -1.7 0.12
H -5.3381 -3.6247 0.4068 0.5 1.7 0.6 0.13
H -5.6943 -0.5052 -0.1710 0.0 -1.5 0.3 0.11
H -7.3550 -3.0418 -1.1844 1.3 1.2 -0.2 0.11
H -5.5532 -2.8114 -1.7590 -1.7 0.5 0.4 0.09
H -6.7614 -1.4920 -2.1422 0.0 -1.3 1.1 0.08
H -7.8153 0.0414 -0.6775 -0.4 -0.9 1.2 0.12
H -9.0758 -1.3100 -0.3206 1.5 0.9 0.4 0.14
H -9.6739 -1.6362 2.6065 0.2 1.9 -0.4 0.10
H -10.7994 -0.1600 4.5510 0.9 0.7 -1.8 0.09
H -10.8155 2.4943 4.3901 0.8 -1.0 -1.4 0.09
H -9.6677 3.7671 2.3133 0.0 -2.1 0.0 0.09
H -8.5220 2.2959 0.3540 -0.7 -0.7 1.4 0.09
H -4.0602 -2.4608 3.9107 -0.4 -0.4 0.3 -0.02
H -3.2591 -5.6297 4.8436 0.2 0.5 -1.1 0.10
H -4.7299 -5.9769 1.7366 -0.4 0.4 0.4 0.08
H 0.0183 -3.4332 5.3520 -0.7 -0.7 -0.4 0.02
H -1.4464 -3.0951 4.7220 0.1 -1.0 0.6 0.02
H -0.4890 -6.3435 3.8199 0.0 0.2 -1.2 0.04
C 10.1348 2.6218 -5.0370 0.0 -0.1 -0.3 -0.10
C 9.2468 3.7164 -4.4477 0.3 -0.1 0.0 -0.22
C 8.6700 3.4177 -3.0620 -0.3 0.1 -0.3 -0.12
N 7.3935 2.5530 -3.0145 0.1 0.5 0.4 -0.24
C 7.1055 2.3274 -1.5174 -0.1 -0.2 -0.2 -0.09
C 6.0263 1.2870 -1.2690 -0.1 0.0 0.0 -0.17
C 6.3669 -0.0274 -1.9468 -0.1 -0.2 0.1 -0.18
C 6.5371 0.1934 -3.4372 -0.2 0.0 0.0 -0.16
C 7.6105 1.2296 -3.7348 -0.2 -0.1 0.1 -0.11
C 6.2431 3.3233 -3.6364 0.4 -0.4 0.2 0.04
H 9.5577 1.8259 -5.5074 0.1 0.0 0.0 0.06
H 10.7732 3.0431 -5.8178 -0.1 -0.1 0.1 0.09
H 10.7835 2.1786 -4.2778 0.0 0.0 0.0 0.08
H 8.4768 4.0059 -5.1663 0.0 0.1 0.1 0.11
H 9.8875 4.5972 -4.3268 -0.3 0.0 0.1 0.12
H 8.4062 4.3587 -2.5702 -0.1 -0.2 0.0 0.13
H 9.4204 2.9170 -2.4432 -0.2 -0.1 -0.1 0.13
H 8.0427 1.9985 -1.0584 0.0 0.1 -0.2 0.14
H 6.8266 3.2931 -1.0892 0.1 0.0 -0.2 0.14
H 5.9292 1.1244 -0.1914 0.1 0.2 -0.1 0.13
H 5.0538 1.6461 -1.6147 0.1 0.0 0.0 0.09
H 5.5795 -0.7628 -1.7628 0.1 0.1 0.0 0.13
H 7.2920 -0.4365 -1.5232 -0.1 0.0 0.0 0.13
H 5.5828 0.4962 -3.8809 0.1 0.0 0.0 0.12
H 6.8134 -0.7502 -3.9159 0.1 0.2 -0.1 0.13
H 7.6182 1.4370 -4.8047 0.2 0.2 0.1 0.13
H 8.5886 0.8523 -3.4216 -0.1 0.2 0.0 0.14
H 6.4537 3.4802 -4.6935 0.0 0.0 0.1 0.10
H 6.1488 4.2793 -3.1195 0.0 -0.1 -0.1 0.12
H 5.3256 2.7466 -3.5311 0.1 0.1 0.0 0.10
```
Forces are in eV/Å.


Below is a molecular structure, C15H15AlN2O6 at a distorted geometry, with properties calculated with ωB97M-V/def2-TZVPD.

Calculated values
LUMO: -0.39205 hartree
Molecular weight: 346.3 g mol⁻¹
Gap between HOMO and LUMO: 3.91 eV
Strongest force on any atom: 7.2 eV Å⁻¹
Charge: +2

Geometry as XYZ:
```
39
Properties=species:S:1:pos:R:3:forces:R:3:lowdin_charge:R:1
O 3.1597 -5.8474 -1.0504 -2.1 1.9 -0.9 0.07
C 2.3266 -5.1296 -1.3653 2.1 -1.9 0.9 0.02
Al -1.0765 -2.5971 -2.2402 0.3 1.1 2.0 0.59
C -2.6897 -3.1813 -1.1239 0.8 4.2 -1.9 -0.25
O -3.4013 -2.2758 -0.7013 0.5 -3.3 0.2 0.15
C -1.2908 -5.1120 -1.8667 1.8 -6.7 -1.9 -0.03
O -0.9841 -6.2012 -2.2369 -1.2 5.8 1.5 0.30
C -2.3227 -4.6075 -0.8348 -4.3 -1.6 5.3 -0.25
O -2.7350 -5.3038 0.0986 2.4 1.8 -3.7 0.28
C -1.0972 -1.5355 -4.0661 -1.0 0.3 -5.7 0.17
O -1.2799 -1.3836 -5.1975 1.0 -0.4 5.5 0.28
H -0.3496 -3.9027 -2.7051 0.2 -1.4 -0.1 0.07
C -0.1853 4.6650 -0.3020 0.1 0.2 -0.5 -0.06
C -0.4922 3.9751 1.0193 -0.4 0.0 -0.3 -0.19
N 0.0700 2.6135 1.1058 -0.5 -0.8 -0.9 -0.05
C 1.5119 2.6253 1.2666 1.0 -0.1 0.2 -0.23
C 1.9660 3.3823 2.4961 0.2 0.1 0.4 -0.07
C -0.5458 1.6478 0.3153 -0.3 2.9 0.4 -0.37
O -1.5018 1.9446 -0.4090 0.9 -1.4 0.6 0.08
C -0.0562 0.2320 0.4227 -0.8 0.3 -0.6 -0.06
C 0.4389 -0.3503 1.5986 0.3 0.0 -0.7 0.06
C 0.7593 -1.7020 1.6006 -0.5 0.0 -0.6 0.03
C 0.5008 -2.4249 0.4308 -0.2 -0.2 0.0 -0.05
N -0.0295 -1.8716 -0.6996 -0.7 0.8 -0.5 0.00
C -0.3394 -0.5305 -0.7057 0.7 -1.0 1.1 -0.01
H 0.9065 4.7421 -0.4776 -0.6 0.0 0.0 0.08
H -0.5928 5.6883 -0.2548 0.2 -0.4 -0.1 0.09
H -0.6813 4.1438 -1.1481 0.5 0.3 0.5 0.08
H -0.0958 4.5674 1.8525 -0.3 -0.4 -0.2 0.11
H -1.5724 3.8822 1.1167 0.0 0.0 0.2 0.13
H 1.8984 1.6198 1.3760 0.0 -0.3 -0.2 0.10
H 2.0161 3.0533 0.3800 -0.3 -0.2 0.2 0.13
H 1.4829 3.0206 3.4038 -0.2 -0.1 0.0 0.09
H 3.0422 3.2335 2.6477 -0.2 0.2 -0.2 0.09
H 1.7380 4.4427 2.4122 0.4 0.0 0.1 0.07
H 0.6052 0.2504 2.4865 -0.2 0.0 -0.1 0.15
H 1.1242 -2.1638 2.5235 -0.1 -0.1 -0.6 0.14
H 0.6514 -3.5004 0.4088 0.2 0.2 -0.1 0.11
H -0.8791 -0.1089 -1.5772 0.5 0.1 0.6 0.13
```
Forces are in eV/Å.


Below is C5H8O2 in the gas phase, with properties calculated with ωB97M-V/def2-TZVPD.

Calculated values
SMILES string: C=CCCC(=O)O
LUMO: 0.02660 hartree
Molecular weight: 100.1 g mol⁻¹
Gap between HOMO and LUMO: 10.51 eV
Strongest force on any atom: 0.9 eV Å⁻¹
Charge: 0
Energy above the lowest of the compared OMol25 structures with the same formula, charge and spin: 11.4 kcal/mol

Geometry as XYZ:
```
15
Properties=species:S:1:pos:R:3:forces:R:3:lowdin_charge:R:1
C -2.4575 0.8341 1.0964 -0.8 -0.3 -0.3 -0.01
C -1.5380 0.6332 0.1630 0.0 -0.1 0.7 -0.18
C -0.1857 0.0233 0.4215 0.6 0.4 0.2 -0.20
C 0.6425 -0.0209 -0.8609 -0.5 -0.3 0.0 -0.12
C 1.9623 -0.7275 -0.8484 0.0 0.3 -0.3 -0.54
O 2.7210 -0.6826 -1.7818 0.2 -0.2 0.2 0.10
O 2.2197 -1.4089 0.2818 0.3 0.1 0.1 0.11
H -2.4492 0.3997 2.0870 0.5 0.1 0.2 0.06
H -3.3865 1.3440 0.8577 0.1 0.0 -0.1 0.05
H -1.7439 0.9955 -0.8335 0.1 0.2 -0.2 0.10
H -0.1855 -0.9121 0.9848 -0.4 -0.2 -0.4 0.12
H 0.3358 0.7045 1.1065 0.0 0.0 -0.1 0.12
H 0.8271 0.9978 -1.1858 0.2 0.2 -0.1 0.13
H 0.0981 -0.4673 -1.6978 -0.2 -0.1 0.1 0.13
H 3.1400 -1.7128 0.2093 -0.2 -0.1 0.0 0.13
```
Forces are in eV/Å.